90
Properties=species:S:1:pos:R:3:forces:R:3 method="wB97M-V/def2-TZVPD" homo_ev=-8.43 gap_ha=0.21132 de_lowest_kj_mol=61.9 total_energy_ha=-9004.01371 lumo_ev=-2.678
Mo 0.479 1.566 -1.720 -0.86 0.04 -0.27
S 2.634 2.490 -0.424 -0.30 0.12 -0.48
P 2.902 0.523 -0.202 -0.16 0.12 0.45
C 1.337 -0.057 -0.751 0.65 0.32 -0.98
P 1.375 -1.128 -2.146 -0.34 -0.42 -0.08
S 1.645 0.065 -3.731 -0.19 0.27 0.37
C -0.233 -1.970 -2.224 0.28 -0.03 0.01
C -1.217 -1.781 -1.261 0.17 -0.06 0.03
C -2.433 -2.428 -1.401 -0.07 -0.06 -0.01
C -2.660 -3.260 -2.486 -0.05 0.02 0.03
C -1.672 -3.458 -3.440 0.08 -0.03 -0.05
C -0.452 -2.817 -3.308 -0.03 0.13 0.09
C 2.545 -2.502 -2.072 -0.16 0.19 0.27
C 3.386 -2.830 -3.124 -0.12 0.11 0.08
C 4.217 -3.932 -2.999 0.04 -0.08 -0.03
C 4.209 -4.683 -1.834 0.02 0.00 -0.02
C 3.368 -4.345 -0.782 -0.01 -0.04 0.08
C 2.527 -3.256 -0.901 0.03 -0.02 -0.10
C 3.211 0.111 1.521 -0.04 -0.10 -0.26
C 4.353 0.636 2.120 -0.07 -0.04 -0.02
C 4.611 0.354 3.447 0.09 0.04 0.02
C 3.725 -0.435 4.170 -0.05 -0.04 0.02
C 2.582 -0.946 3.573 0.08 -0.05 0.17
C 2.323 -0.675 2.240 0.07 -0.03 -0.15
C 4.372 -0.037 -1.107 -0.29 0.03 0.17
C 4.724 0.585 -2.301 -0.03 0.07 0.06
C 5.810 0.115 -3.020 0.02 0.02 -0.07
C 6.542 -0.963 -2.548 0.01 -0.03 0.04
C 6.199 -1.571 -1.349 0.06 -0.07 0.01
C 5.115 -1.112 -0.624 0.00 0.03 0.00
H -1.039 -1.126 -0.415 0.00 -0.01 -0.07
H -3.211 -2.265 -0.670 -0.08 -0.02 0.05
H -3.615 -3.754 -2.594 -0.06 -0.03 0.00
H -1.857 -4.108 -4.283 0.01 -0.02 -0.04
H 0.334 -2.946 -4.045 -0.09 -0.06 -0.05
H 3.381 -2.226 -4.023 0.06 0.03 -0.02
H 4.877 -4.206 -3.810 0.03 0.00 -0.05
H 4.857 -5.543 -1.742 0.06 -0.04 -0.01
H 3.367 -4.935 0.123 0.00 -0.04 0.05
H 1.850 -2.980 -0.101 0.01 -0.06 0.08
H 5.021 1.257 1.535 0.09 0.02 0.07
H 5.503 0.743 3.919 0.00 0.03 0.03
H 3.930 -0.654 5.209 0.00 0.00 0.05
H 1.899 -1.556 4.147 -0.01 0.01 -0.01
H 1.442 -1.065 1.747 -0.03 0.01 0.03
H 4.158 1.439 -2.652 0.02 -0.06 0.00
H 6.086 0.594 -3.949 0.01 0.03 -0.03
H 7.392 -1.326 -3.108 0.05 -0.01 -0.05
H 6.775 -2.409 -0.982 0.03 -0.02 0.02
H 4.849 -1.580 0.315 0.00 -0.03 -0.03
S -1.402 3.425 -5.853 -0.03 0.03 0.68
Sb -1.482 3.605 -3.614 -0.30 0.30 -0.06
S -1.384 1.134 -2.838 0.70 0.16 0.50
S 0.883 3.541 -2.830 -0.10 -0.25 0.22
S -2.936 4.594 -2.199 0.61 -0.27 -0.56
F -3.594 0.412 -1.193 -0.12 -0.08 -0.38
C -4.464 1.424 -1.026 -0.14 0.18 0.29
C -4.237 2.269 0.044 0.44 -0.17 0.08
C -5.205 3.217 0.319 0.10 -0.17 -0.13
F -5.095 4.006 1.392 -0.17 0.16 -0.08
C -6.334 3.353 -0.477 0.07 -0.05 -0.01
F -7.260 4.263 -0.179 0.01 0.00 -0.06
C -6.508 2.518 -1.571 0.17 -0.06 0.13
F -7.590 2.630 -2.330 0.02 0.02 0.02
C -5.571 1.526 -1.844 0.08 0.02 0.07
F -5.770 0.678 -2.852 0.01 0.04 0.02
Ge -2.557 1.943 1.063 -0.70 -0.38 0.35
S -0.591 2.479 0.225 0.18 0.00 -0.09
C -2.633 0.036 1.717 0.15 0.47 -0.18
C -1.524 -0.443 2.393 -0.15 0.03 -0.15
F -0.468 0.370 2.521 0.07 -0.22 0.26
C -1.481 -1.702 2.967 -0.08 0.14 -0.10
F -0.393 -2.125 3.617 -0.03 -0.05 0.00
C -2.598 -2.523 2.874 0.02 0.17 -0.09
F -2.584 -3.730 3.428 0.00 0.02 -0.04
C -3.729 -2.072 2.210 0.03 0.11 0.00
F -4.803 -2.855 2.120 0.01 -0.01 0.01
C -3.734 -0.799 1.652 0.19 0.04 0.06
F -4.858 -0.382 1.059 -0.13 -0.24 0.10
C -2.654 3.078 2.690 0.10 -0.10 -0.35
C -2.613 4.447 2.479 -0.01 -0.23 0.21
F -2.437 4.876 1.228 -0.03 0.31 0.07
C -2.806 5.359 3.501 0.04 -0.10 -0.02
F -2.801 6.667 3.265 0.01 0.03 0.03
C -3.023 4.886 4.791 0.03 -0.16 -0.16
F -3.218 5.743 5.787 0.03 -0.04 -0.03
C -3.043 3.519 5.038 0.01 0.02 -0.07
F -3.247 3.066 6.275 0.00 0.04 -0.02
C -2.863 2.636 3.983 0.01 0.08 -0.17
F -2.919 1.320 4.237 -0.04 0.10 0.26